[1]
C24H41CsNO11P3S | ωB97M-V/def2-TZVPD

Properties
E_LUMO	3.35	eV
energy relative to the best compared isomer or geometry (same formula, charge and spin)	95.5	kcal/mol
Kohn-Sham gap	6.76	eV

Geometry as ORCA input:
```
! RIJCOSX wB97M-V def2-TZVPD def2/J DEFGRID3
* xyz -2 1
Cs -0.1180 -0.7205 2.2539
O 1.9870 -5.2062 2.1763
P 1.2485 -3.7770 2.4076
O 1.9317 -3.0486 3.5362
O 1.1431 -3.0986 1.0846
O -0.2039 -4.2567 2.9105
P -1.5541 -3.6551 3.7507
O 0.2291 -3.1031 5.5665
O -2.2263 -2.6674 2.7993
O -0.7380 -2.4736 4.7070
H 2.2301 -5.5618 3.0374
H 1.0032 -3.1112 4.9420
O -1.8849 0.4289 0.2474
P -3.0951 -0.2606 -0.3182
C -4.5322 0.2881 0.6750
C -5.9681 -0.0058 0.2028
C -6.9328 0.2116 1.3675
C -6.7286 -0.8694 2.4394
C -5.2533 -1.2888 2.5440
C -4.3156 -0.1544 2.1482
C -3.2433 0.2749 -2.0643
C -3.1643 1.8183 -2.1584
C -4.5356 2.4335 -2.4108
C -5.1087 1.9727 -3.7617
C -4.5949 0.5798 -4.1542
C -4.3867 -0.2965 -2.9213
C -2.9158 -2.0643 -0.2324
C -4.0989 -2.9440 -0.6601
C -3.7875 -4.4116 -0.3660
C -2.5212 -4.8577 -1.0901
C -1.3419 -3.9782 -0.6907
C -1.6304 -2.5044 -0.9594
H -4.3946 1.3761 0.6324
H -6.0767 -1.0304 -0.1546
H -6.2303 0.6417 -0.6350
H -7.9682 0.2145 1.0177
H -6.7442 1.2035 1.7905
H -7.3415 -1.7416 2.1931
H -7.0886 -0.5019 3.4039
H -5.0471 -2.1528 1.9096
H -5.0048 -1.6178 3.5532
H -3.2940 -0.4899 2.3251
H -4.4804 0.7031 2.8068
H -2.2992 -0.1190 -2.4592
H -2.4968 2.0926 -2.9794
H -2.7039 2.2208 -1.2553
H -4.4716 3.5226 -2.3806
H -5.2111 2.1475 -1.6003
H -4.8412 2.6899 -4.5415
H -6.2014 1.9611 -3.7121
H -3.6396 0.6699 -4.6797
H -5.2878 0.1048 -4.8526
H -4.1473 -1.3175 -3.2203
H -5.3226 -0.3507 -2.3587
H -2.7458 -2.2394 0.8439
H -4.2952 -2.8282 -1.7313
H -5.0090 -2.6583 -0.1356
H -4.6407 -5.0348 -0.6519
H -3.6417 -4.5276 0.7130
H -2.6861 -4.7959 -2.1749
H -2.3019 -5.9038 -0.8616
H -0.4289 -4.2748 -1.2092
H -1.1350 -4.0976 0.3752
H -1.7401 -2.3389 -2.0409
H -0.7794 -1.9056 -0.6262
N 1.5642 2.3461 0.6374
C 1.8775 3.4737 -0.1443
C 3.2051 3.7778 -0.4323
C 3.5299 4.9183 -1.1548
C 2.5394 5.7756 -1.6053
C 1.2142 5.4735 -1.3198
C 0.8813 4.3389 -0.5966
S 2.9498 7.2504 -2.5447
O 4.4068 7.2510 -2.6083
O 2.3860 8.3453 -1.7632
O 2.2966 7.0572 -3.8346
H 0.6488 1.9498 0.4749
H 2.2721 1.6295 0.5707
H 3.9892 3.1143 -0.0811
H 4.5600 5.1598 -1.3813
H 0.4389 6.1431 -1.6713
H -0.1572 4.1150 -0.3758
*
```

---

[2]
C24H42BCuN6OS | ωB97M-V/def2-TZVPD

Properties
E_LUMO	0.27	eV
energy relative to the best compared isomer or geometry (same formula, charge and spin)	0.0	kcal/mol
Kohn-Sham gap	7.81	eV

Geometry as ORCA input:
```
! RIJCOSX wB97M-V def2-TZVPD def2/J DEFGRID3
* xyz 0 1
Cu -0.1693 0.0777 -0.6253
C -3.3077 3.4501 1.5110
C -2.0442 2.8336 0.9210
C -0.8119 3.6872 1.2275
C -2.1747 2.6019 -0.5565
C -2.9555 3.2633 -1.5221
C -2.6417 2.6352 -2.7128
N -1.7320 1.6815 -2.4586
N -1.4416 1.6624 -1.1408
B -1.0942 0.6528 -3.4190
N -1.5554 -0.7635 -3.0537
C -2.3166 -1.5975 -3.7816
C -2.5602 -2.7227 -3.0229
C -1.9010 -2.4823 -1.8047
N -1.2869 -1.3033 -1.8463
C -1.8979 -3.3599 -0.5854
C -2.7924 -2.7720 0.5098
C -0.4863 -3.6166 -0.0631
N 0.4462 0.7557 -3.3221
C 1.3139 1.0429 -4.3026
C 2.5812 1.1156 -3.7553
C 2.3920 0.8443 -2.3902
N 1.1036 0.6262 -2.1462
C 3.3815 0.8343 -1.2601
C 4.8156 0.9232 -1.7675
C 3.0779 1.9731 -0.2837
H -3.2121 3.5672 2.5928
H -3.4916 4.4426 1.0919
H -4.1834 2.8315 1.3080
H -1.8967 1.8448 1.3711
H -0.9308 4.6929 0.8151
H -0.6564 3.7813 2.3064
H 0.0828 3.2451 0.7854
H -3.6564 4.0670 -1.3702
H -3.0011 2.7932 -3.7179
H -1.4330 0.9005 -4.5464
H -2.6211 -1.3222 -4.7793
H -3.1312 -3.5957 -3.2932
H -2.3303 -4.3143 -0.8979
H -2.4064 -1.8068 0.8413
H -3.8118 -2.6276 0.1477
H -2.8278 -3.4417 1.3746
H -0.0444 -2.6856 0.2962
H -0.5133 -4.3222 0.7725
H 0.1595 -4.0287 -0.8407
H 0.9651 1.1883 -5.3125
H 3.5033 1.3313 -4.2682
H 3.2583 -0.1227 -0.7424
H 4.9796 1.8673 -2.2938
H 5.5241 0.8780 -0.9383
H 5.0458 0.1086 -2.4568
H 3.2165 2.9404 -0.7737
H 2.0414 1.9268 0.0598
H 3.7434 1.9382 0.5840
C -0.9790 -2.1211 4.0900
C 0.0643 -1.1243 4.5828
C 0.0291 0.2340 3.8900
S 0.5806 0.3322 2.1729
O -0.2931 -0.6636 1.4238
C 2.2296 -0.4140 2.3496
C 2.2457 -1.9413 2.2050
C 2.7458 -2.3542 0.8254
H -0.8959 -3.0561 4.6460
H -0.8747 -2.3320 3.0250
H -1.9870 -1.7295 4.2467
H 1.0691 -1.5462 4.5134
H -0.0988 -0.9305 5.6470
H 0.6317 0.9708 4.4292
H -0.9893 0.6317 3.8452
H 2.6129 -0.0584 3.3094
H 2.8432 0.0482 1.5745
H 1.2407 -2.3366 2.3657
H 2.8822 -2.3684 2.9824
H 2.1439 -1.8853 0.0426
H 2.6985 -3.4342 0.6804
H 3.7862 -2.0421 0.6880
*
```

---

[3]
C24H42BN10PtS | ωB97M-V/def2-TZVPD

Properties
E_LUMO (spin up / spin down)	-3.03 / -3.01	eV
energy relative to the best compared isomer or geometry (same formula, charge and spin)	8.4	kcal/mol
Kohn-Sham gap (spin up / spin down)	7.30 / 7.31	eV

Geometry as ORCA input:
```
! RIJCOSX wB97M-V def2-TZVPD def2/J DEFGRID3
* xyz 1 1
Pt 0.3515 0.3312 0.0294
C 1.0357 0.1053 -5.0701
C 1.4445 0.6586 -3.6990
C 0.3165 1.5279 -3.1528
C 1.8337 -0.5073 -2.8127
C 2.7010 -1.5502 -3.1920
C 2.6528 -2.4640 -2.1657
N 1.8338 -1.9884 -1.2168
N 1.3393 -0.7988 -1.5994
B 1.3068 -2.7130 0.0439
N 1.7992 -1.9985 1.3255
C 2.5719 -2.4906 2.3026
C 2.6058 -1.5760 3.3292
C 1.7777 -0.5137 2.9169
N 1.3174 -0.7992 1.6856
C 1.3799 0.6662 3.7841
C 0.2747 1.5356 3.1939
C 0.9318 0.1241 5.1475
N -0.2301 -2.6411 0.0296
C -1.0903 -3.6712 0.0147
C -2.3735 -3.1723 0.0014
C -2.2277 -1.7775 0.0095
N -0.9317 -1.4847 0.0261
C -3.3131 -0.7487 0.0001
C -4.1866 -0.8766 1.2524
C -4.1747 -0.8882 -1.2590
H 0.7325 0.9204 -5.7264
H 0.2012 -0.5886 -4.9628
H 1.8592 -0.4277 -5.5441
H 2.3261 1.2959 -3.8423
H -0.5431 0.9203 -2.8688
H -0.0053 2.2274 -3.9272
H 0.6473 2.1134 -2.3015
H 3.2785 -1.6273 -4.0972
H 3.1332 -3.4228 -2.0623
H 1.6949 -3.8387 0.0466
H 3.0385 -3.4576 2.2154
H 3.1473 -1.6651 4.2555
H 2.2598 1.3013 3.9463
H -0.5803 0.9284 2.8956
H 0.6347 2.1056 2.3425
H -0.0650 2.2493 3.9470
H 0.1184 -0.5908 5.0184
H 0.5866 0.9413 5.7797
H 1.7501 -0.3827 5.6579
H -0.7456 -4.6910 0.0149
H -3.2891 -3.7365 -0.0124
H -2.8491 0.2385 -0.0025
H -4.6805 -1.8486 1.2776
H -4.9577 -0.1054 1.2520
H -3.5918 -0.7691 2.1601
H -4.6683 -1.8605 -1.2802
H -3.5714 -0.7889 -2.1619
H -4.9457 -0.1171 -1.2731
C -3.0146 4.5251 -1.2190
N -2.6608 3.8685 0.0342
C -3.2472 4.3481 1.2798
C -1.9103 2.8019 0.0263
N -1.2503 1.8521 0.0157
H -4.0894 4.4541 -1.3943
H -2.4937 4.0384 -2.0396
H -2.7237 5.5757 -1.1892
H -4.3346 4.2617 1.2459
H -2.9752 5.3908 1.4470
H -2.8748 3.7500 2.1076
C 5.4591 -0.1483 -1.6376
N 4.3707 0.7419 -1.2498
C 3.7373 0.8718 -0.0903
S 2.3799 1.9411 -0.0646
N 4.1318 0.3213 1.0466
C 5.2817 -0.5244 1.3327
H 5.7684 0.1247 -2.6425
H 5.1279 -1.1869 -1.6466
H 6.3195 -0.0455 -0.9837
H 3.9136 1.2291 -2.0033
H 3.5145 0.5130 1.8195
H 5.2490 -1.4476 0.7565
H 5.2450 -0.7797 2.3871
H 6.2202 -0.0039 1.1482
*
```

---

[4]
C24H42ClMgN6O4 | ωB97M-V/def2-TZVPD

Properties
E_LUMO (spin up / spin down)	-8.97 / -12.48	eV
energy relative to the best compared isomer or geometry (same formula, charge and spin)	64.4	kcal/mol
<S²>	0.77
Kohn-Sham gap (spin up / spin down)	5.81 / 2.30	eV

Geometry as ORCA input:
```
! RIJCOSX wB97M-V def2-TZVPD def2/J DEFGRID3
* xyz 2 2
Mg 1.1189 -2.8018 -1.5778
Cl -0.2005 0.2107 -1.7025
O 0.7622 0.3140 -2.7102
O 0.1159 -0.9936 -1.0489
O 0.0420 1.2858 -0.7151
O -1.5411 0.1056 -2.2708
C -1.6090 -0.3944 4.8687
C -0.7654 -1.2728 3.8801
C -1.0487 -0.9176 2.3582
C -2.3740 -1.2467 1.6991
N -3.3767 -1.4772 1.2001
H -1.1107 0.5400 5.1270
H -1.9384 -0.9029 5.7748
H -2.3729 0.1168 4.2828
H -0.8739 -2.3292 4.1260
H 0.3007 -1.0631 3.9674
H -0.2447 -1.4258 1.8259
H -0.9478 0.1558 2.1978
C 1.9414 -4.0396 4.0103
C 3.2706 -4.1673 3.2960
C 3.2105 -4.5245 1.7701
C 2.3619 -3.6100 0.9879
N 1.7159 -2.8898 0.3755
H 2.0180 -3.8292 5.0770
H 1.2535 -4.8654 3.8286
H 1.3791 -3.2253 3.5532
H 3.9714 -4.8465 3.7815
H 3.7426 -3.1899 3.3961
H 2.7404 -5.5075 1.7425
H 4.2243 -4.6451 1.3882
C 5.7431 1.7448 0.9581
C 4.7109 0.7979 0.3298
C 3.2357 1.0864 0.6203
C 2.9152 0.9485 2.0606
N 2.6895 0.8604 3.1706
H 5.2897 2.1138 1.8781
H 5.9304 2.6042 0.3144
H 6.6906 1.2123 1.0399
H 4.9047 -0.2721 0.4045
H 4.7571 0.9281 -0.7515
H 2.5135 0.5195 0.0329
H 3.0945 2.0869 0.2113
C -3.3334 -2.6545 -2.8011
C -3.6918 -4.1146 -2.3884
C -3.0610 -4.6543 -1.1584
C -1.5996 -4.2178 -1.0398
N -0.5247 -3.9139 -1.0210
H -3.6997 -2.2027 -3.7229
H -2.2730 -2.6502 -3.0529
H -3.3625 -1.9343 -1.9834
H -3.6103 -4.7927 -3.2379
H -4.7724 -4.0910 -2.2473
H -3.1418 -5.7341 -1.2831
H -3.4234 -4.2871 -0.1983
C -2.8841 3.7441 2.0365
C -2.3190 3.2293 0.7100
C -1.5972 4.4072 0.0662
C -0.1782 4.6547 0.3093
N 0.9516 4.8495 0.4668
H -3.0599 2.8523 2.6381
H -3.7464 4.4073 1.9684
H -2.0524 4.0820 2.6547
H -3.1619 2.8759 0.1161
H -1.6755 2.3783 0.9331
H -2.1456 5.3481 0.1132
H -1.5760 4.2285 -1.0088
C -0.5098 3.5330 -3.7936
C -0.5344 4.5752 -4.9078
C -0.5073 3.7819 -6.3103
C -1.6717 2.9271 -6.4687
N -2.5973 2.2187 -6.5639
H 0.0966 2.6356 -3.9168
H -1.4976 3.2256 -3.4502
H 0.0125 3.9910 -2.9537
H 0.4048 5.1152 -5.0273
H -1.2692 5.3580 -4.7196
H 0.4372 3.2380 -6.3188
H -0.6658 4.3961 -7.1967
*
```

---

[5]
C24H42I2N4O3P2PbS3 | ωB97M-V/def2-TZVPD

Properties
E_LUMO	0.26	eV
energy relative to the best compared isomer or geometry (same formula, charge and spin)	12.3	kcal/mol
Kohn-Sham gap	6.88	eV

Geometry as ORCA input:
```
! RIJCOSX wB97M-V def2-TZVPD def2/J DEFGRID3
* xyz 0 1
Pb -0.9506 1.2258 0.8761
C 0.9326 2.8883 4.0757
C -0.3717 3.0477 4.8493
S -1.8547 2.7908 3.8407
C -2.7950 1.6064 4.8417
C -2.1114 0.2931 5.2097
S -1.5607 -0.6727 3.7787
C 0.1584 -1.0611 4.1845
C 1.1004 0.0943 4.4813
S 1.2135 1.3447 3.1714
H 1.0109 3.6586 3.3048
H 1.7685 3.0425 4.7616
H -0.4068 2.3542 5.6882
H -0.4042 4.0543 5.2687
H -3.1301 2.1031 5.7547
H -3.6851 1.4102 4.2407
H -1.2483 0.4670 5.8512
H -2.8171 -0.3024 5.7915
H 0.1896 -1.7605 5.0216
H 0.5361 -1.5955 3.3071
H 0.8462 0.6042 5.4117
H 2.0981 -0.3348 4.5844
I -2.5656 3.7792 -0.6432
C -0.8105 4.1459 -1.7294
C -0.9348 5.0663 -2.7327
C 0.1899 5.4393 -3.4931
C 1.4020 4.8924 -3.2002
C 1.5437 3.9410 -2.1616
C 2.8301 3.4141 -1.8825
C 2.9970 2.4953 -0.8953
C 1.8711 2.0349 -0.1746
C 0.5922 2.4939 -0.3954
C 0.4201 3.5092 -1.3947
H -1.8946 5.5194 -2.9397
H 0.0821 6.1651 -4.2884
H 2.2866 5.1780 -3.7575
H 3.6707 3.7677 -2.4685
H 3.9788 2.0989 -0.6650
H 2.0460 1.2648 0.5676
C 0.1593 0.4409 -3.4023
N -0.9648 -0.4934 -3.4548
C -0.9690 -1.3176 -4.6513
P -1.4869 -1.0898 -2.0087
O -1.8774 0.0041 -1.0886
O -0.3253 -2.0169 -1.4512
P 0.7964 -1.9540 -0.2018
O 0.5401 -0.6741 0.4946
N 2.1729 -2.1242 -1.0354
C 3.2091 -1.0996 -1.0530
C 2.2460 -3.0888 -2.1184
N 0.4203 -3.3260 0.5711
C 1.2881 -4.4803 0.7164
C -0.9272 -3.4560 1.1006
N -2.7027 -2.1453 -2.3027
C -4.0824 -1.6811 -2.2627
C -2.5375 -3.5740 -2.4949
H 0.0362 1.2139 -4.1631
H 1.1083 -0.0796 -3.5800
H 0.2086 0.9310 -2.4303
H -0.9937 -0.6700 -5.5294
H -1.8526 -1.9524 -4.6738
H -0.0734 -1.9489 -4.7199
H 3.0974 -0.4497 -0.1924
H 3.1525 -0.5156 -1.9788
H 4.1872 -1.5760 -0.9748
H 1.4736 -3.8500 -2.0187
H 3.2181 -3.5857 -2.0974
H 2.1244 -2.5980 -3.0908
H 2.3177 -4.1991 0.5129
H 0.9727 -5.2938 0.0520
H 1.2552 -4.8289 1.7494
H -1.4525 -2.5003 1.0670
H -0.8860 -3.7724 2.1454
H -1.5082 -4.1921 0.5343
H -4.1130 -0.5967 -2.1872
H -4.6053 -2.1025 -1.3993
H -4.6082 -1.9861 -3.1716
H -1.4835 -3.8387 -2.5168
H -2.9969 -3.8854 -3.4383
H -3.0156 -4.1299 -1.6825
I 3.2544 -1.9810 2.3863
*
```

---

[6]
C24H42N6O3 | ωB97M-V/def2-TZVPD

Properties
E_LUMO	-0.22	eV
energy relative to the best compared isomer or geometry (same formula, charge and spin)	0.0	kcal/mol
SMILES string	C1CCOC1.C1CCOC1.C1CCOC1.CC#N.CC#N.CC#N.CC#N.CC#N.CC#N
Kohn-Sham gap	9.79	eV

Geometry as ORCA input:
```
! RIJCOSX wB97M-V def2-TZVPD def2/J DEFGRID3
* xyz 0 1
C -2.6482 -2.7884 6.2305
C -3.7419 -3.5869 7.0347
C -4.9286 -2.5847 7.2999
O -4.6209 -1.4014 6.5481
C -3.1431 -1.3856 6.3365
H -2.6361 -3.2550 5.2454
H -1.6276 -2.7421 6.6102
H -3.3781 -3.9385 8.0001
H -4.1931 -4.3942 6.4578
H -4.9367 -2.3807 8.3706
H -5.8905 -3.0571 7.1007
H -2.6336 -0.9111 7.1752
H -2.8472 -0.8322 5.4452
C 3.0303 -5.2142 0.6147
C 3.1778 -5.2288 -0.9134
C 4.3672 -4.2414 -1.0768
O 4.8801 -3.9379 0.2848
C 4.4482 -4.9565 1.1594
H 2.6002 -6.1896 0.8420
H 2.2858 -4.5172 0.9993
H 2.2357 -4.9203 -1.3664
H 3.5152 -6.2035 -1.2659
H 4.0060 -3.3034 -1.4983
H 5.1964 -4.6625 -1.6454
H 4.3719 -4.5701 2.1758
H 5.0270 -5.8764 1.2429
C -1.5708 0.2857 -0.6062
C -0.6377 0.1841 -1.7264
C 0.4668 1.1957 -1.4870
O 0.3533 1.4929 -0.1273
C -1.1016 1.4327 0.2539
H -1.5936 -0.6136 0.0094
H -2.5592 0.6006 -0.9410
H -1.1437 0.3918 -2.6693
H -0.1529 -0.7763 -1.9016
H 0.3562 2.0708 -2.1275
H 1.4775 0.8617 -1.7218
H -1.4879 2.4343 0.0652
H -1.2599 1.1270 1.2881
C 3.4992 5.5057 -4.7430
C 4.0699 5.3398 -3.3887
N 4.4545 5.2289 -2.2959
H 3.7320 6.5434 -4.9821
H 2.4140 5.4290 -4.8114
H 3.9741 4.8884 -5.5056
C -1.2340 8.2598 -1.5556
C -2.2901 9.2943 -1.7359
N -3.1550 10.1403 -1.9480
H -1.6074 7.2432 -1.6783
H -0.7290 8.3936 -0.5989
H -0.5395 8.4686 -2.3694
C -3.3958 1.0632 -7.2000
C -3.5131 1.2155 -8.6774
N -3.5092 1.3452 -9.8131
H -4.2904 0.4933 -6.9488
H -3.4887 1.9798 -6.6175
H -2.4347 0.5989 -6.9794
C -7.3800 -1.9318 2.3469
C -8.5009 -1.4320 3.2672
N -9.4044 -1.0288 3.9130
H -7.7309 -2.8302 1.8391
H -6.5104 -2.3333 2.8672
H -7.1136 -1.2220 1.5637
C 6.7077 0.5425 -5.6342
C 7.9713 0.7638 -4.9425
N 8.9821 0.9210 -4.3712
H 6.8419 0.7619 -6.6935
H 5.9103 1.0828 -5.1240
H 6.2719 -0.4553 -5.5837
C 2.9585 -0.0025 4.0283
C 3.6374 1.1875 3.4618
N 4.1771 2.0747 2.9301
H 1.8929 0.2041 4.1272
H 3.2349 -0.5933 4.9016
H 3.0345 -0.7474 3.2362
*
```